Formula: C27H43F13IN4O9
Source: the OMol25 dataset
Level of theory: the ωB97M-V functional and the def2-TZVPD basis

Geometry (Å):
C  -3.337  -2.815  -0.467
C  -3.464  -4.279  -0.054
C  -4.578  -4.997  -0.824
C  -4.167  -5.459  -2.238
N  -4.240  -6.919  -2.443
C  -3.236  -7.722  -1.858
F  -2.017  -7.028  -1.721
C  -2.967  -8.972  -2.661
C  -2.128  -10.013  -1.910
I  -0.234  -10.342  -2.873
N  -1.841  -9.669  -0.507
C  -2.618  -8.791  0.164
N  -2.390  -8.598  1.443
C  -1.334  -9.272  2.210
C  0.083  -8.784  1.857
C  1.003  -9.845  1.237
O  1.988  -10.198  2.190
N  -3.597  -8.114  -0.484
H  -4.262  -2.279  -0.243
H  -3.156  -2.718  -1.541
H  -2.526  -2.315  0.062
H  -3.704  -4.312  1.014
H  -2.507  -4.792  -0.200
H  -4.986  -5.838  -0.258
H  -5.423  -4.311  -0.921
H  -3.176  -5.073  -2.493
H  -4.860  -5.032  -2.962
H  -4.279  -7.133  -3.431
H  -2.484  -8.660  -3.585
H  -3.933  -9.420  -2.901
H  -2.613  -10.984  -1.929
H  -1.695  -10.511  0.040
H  -2.958  -7.927  1.936
H  -1.420  -10.355  2.076
H  -1.567  -9.082  3.256
H  0.576  -8.418  2.757
H  -0.012  -7.945  1.166
H  1.452  -9.471  0.314
H  0.421  -10.738  0.964
H  2.805  -10.439  1.744
H  -3.861  -7.287  0.043
C  1.109  -0.555  3.977
C  0.352  0.692  3.585
O  0.443  0.932  2.158
C  -0.364  0.237  1.388
O  -1.188  -0.569  1.710
C  -0.145  0.645  -0.089
F  1.155  0.700  -0.397
F  -0.675  1.858  -0.306
F  -0.735  -0.223  -0.906
H  2.146  -0.513  3.649
H  1.088  -0.676  5.059
H  0.640  -1.427  3.519
H  0.767  1.585  4.041
H  -0.697  0.618  3.870
C  6.602  4.062  2.942
C  5.721  4.668  4.009
O  4.651  3.763  4.383
C  4.971  2.809  5.238
O  6.030  2.598  5.745
C  3.716  1.964  5.559
F  3.040  1.641  4.443
F  2.887  2.656  6.352
F  4.051  0.838  6.178
H  6.008  3.776  2.074
H  7.347  4.791  2.627
H  7.120  3.180  3.315
H  5.207  5.555  3.648
H  6.286  4.931  4.902
C  -0.169  3.926  -2.894
C  0.768  4.227  -1.746
O  1.692  5.288  -2.089
C  1.224  6.519  -1.984
O  0.134  6.859  -1.635
C  2.335  7.532  -2.347
F  2.974  7.182  -3.466
F  3.231  7.597  -1.353
F  1.811  8.744  -2.520
H  0.399  3.684  -3.793
H  -0.802  3.077  -2.641
H  -0.808  4.780  -3.111
H  1.405  3.377  -1.517
H  0.227  4.509  -0.844
C  2.020  12.014  -3.140
C  0.686  11.537  -3.667
O  -0.405  12.307  -3.110
C  -0.638  13.477  -3.679
O  -0.062  13.967  -4.603
C  -1.848  14.157  -2.993
F  -1.756  14.087  -1.661
F  -2.979  13.541  -3.367
F  -1.925  15.434  -3.347
H  2.030  11.988  -2.050
H  2.819  11.373  -3.512
H  2.221  13.036  -3.460
H  0.483  10.516  -3.361
H  0.640  11.587  -4.754

As for the max |F|: 0.0236 hartree/bohr. As for the net charge: +1. The total energy is -3546.619801 a.u.

=====

Formula: C27H43FN2O18
Source: the OMol25 dataset
Level of theory: the ωB97M-V functional and the def2-TZVPD basis

Geometry (Å):
C  -0.837  -2.272  0.650
C  0.293  -2.814  -0.396
F  1.023  -3.938  0.287
C  1.406  -1.717  -0.885
C  2.731  -1.421  0.093
C  2.573  -1.542  1.706
C  3.765  -0.899  2.616
O  3.307  0.380  3.254
C  5.231  -0.774  1.902
N  5.575  0.670  1.514
O  3.244  -0.199  -0.545
C  2.477  0.362  -1.703
O  2.854  1.268  -2.615
C  0.955  -0.329  -1.626
C  0.120  0.831  -0.845
C  0.451  1.021  0.742
C  -0.118  2.540  1.151
N  0.678  3.638  0.467
H  -0.447  -2.377  1.770
H  -1.754  -3.034  0.582
H  -1.287  -1.218  0.412
H  -0.161  -3.309  -1.383
H  1.938  -2.309  -1.777
H  3.511  -2.233  -0.303
H  2.543  -2.707  1.969
H  1.547  -1.120  2.144
H  3.914  -1.642  3.540
H  3.145  1.080  2.555
H  5.386  -1.426  0.944
H  6.043  -1.090  2.693
H  4.758  1.158  1.089
H  6.336  0.693  0.791
H  0.461  -0.539  -2.680
H  0.321  1.847  -1.438
H  -1.043  0.641  -0.950
H  1.584  1.036  1.031
H  -0.082  0.274  1.468
H  -1.273  2.609  0.969
H  0.109  2.644  2.318
H  0.322  3.819  -0.518
H  1.693  3.354  0.360
C  -5.048  0.390  -1.872
C  -4.840  -0.488  -0.681
O  -3.762  0.130  -0.005
C  -3.755  1.441  -0.386
O  -3.066  2.305  0.131
O  -4.620  1.660  -1.419
H  -6.094  0.423  -2.188
H  -4.428  0.092  -2.725
H  -5.711  -0.505  -0.017
H  -4.586  -1.514  -0.960
C  0.243  1.498  5.433
C  -0.740  0.587  6.094
O  -1.762  0.453  5.125
C  -1.197  0.721  3.912
O  -1.747  0.535  2.840
O  0.064  1.224  4.056
H  1.273  1.292  5.738
H  0.022  2.555  5.615
H  -0.319  -0.402  6.304
H  -1.138  1.008  7.022
C  -2.449  -5.954  -0.172
C  -3.706  -6.661  0.219
O  -4.724  -5.813  -0.278
C  -4.174  -5.085  -1.293
O  -4.809  -4.377  -2.056
O  -2.820  -5.254  -1.344
H  -1.629  -6.647  -0.377
H  -2.124  -5.232  0.584
H  -3.800  -7.642  -0.258
H  -3.797  -6.782  1.302
C  9.242  1.484  -1.968
C  7.829  1.933  -1.784
O  7.905  2.799  -0.668
C  9.192  3.252  -0.604
O  9.571  4.146  0.133
O  9.997  2.573  -1.473
H  9.484  1.289  -3.016
H  9.478  0.593  -1.376
H  7.455  2.497  -2.645
H  7.150  1.100  -1.583
C  -6.787  3.766  -4.015
C  -7.989  4.128  -4.825
O  -8.378  2.895  -5.399
C  -7.884  1.909  -4.594
O  -8.172  0.728  -4.696
O  -7.028  2.417  -3.661
H  -6.684  4.389  -3.122
H  -5.860  3.820  -4.595
H  -8.812  4.506  -4.208
H  -7.762  4.863  -5.602

As for the max |F|: 0.1760 hartree/bohr. As for the net charge: 0. As for the structure (SMILES): C[C@H](F)[C@@H]1[C@H](C[C@H](O)CN)OC(=O)[C@@H]1CCCN.O=C1OCCO1.O=C1OCCO1.O=C1OCCO1.O=C1OCCO1.O=C1OCCO1. The total energy is -2618.104925 a.u.

=====

Formula: C27H44BBrFLiNO5PS2
Source: the OMol25 dataset
Level of theory: the ωB97M-V functional and the def2-TZVPD basis

Geometry (Å):
C  -3.740  -3.281  -0.821
C  -4.552  -2.140  -1.434
C  -3.848  -0.777  -1.420
Br  -5.234  0.572  -1.876
B  -3.096  -0.358  -0.020
C  -4.258  -0.397  1.185
C  -3.902  -1.198  2.353
O  -4.015  -2.355  2.496
F  -3.386  -0.493  3.390
O  -1.815  -1.046  0.288
C  -0.753  -0.209  -0.087
C  -0.593  -0.324  -1.650
C  -0.675  -1.772  -2.148
C  0.506  -2.151  -3.094
S  1.554  -3.440  -2.338
C  3.255  -3.021  -2.596
S  4.222  -4.148  -3.246
N  3.701  -1.752  -2.119
C  4.957  -1.889  -1.340
C  5.007  -0.929  -0.147
C  3.884  -0.871  -3.286
C  4.502  0.487  -2.942
C  0.624  -0.576  0.451
O  1.357  0.631  0.692
O  2.203  0.910  -0.424
C  -1.290  1.200  0.293
C  -1.423  1.560  1.811
C  -0.370  1.073  2.782
C  0.582  1.962  3.283
C  1.556  1.553  4.200
C  1.612  0.227  4.623
C  0.659  -0.674  4.141
C  0.703  -2.114  4.585
C  -0.326  -0.243  3.248
P  -0.707  2.576  -0.808
C  -2.250  3.517  -1.209
C  0.323  3.759  0.194
C  -0.531  4.850  0.840
O  -2.629  1.076  -0.163
H  -3.906  -4.181  -1.414
H  -4.055  -3.521  0.188
H  -2.673  -3.106  -0.821
H  -4.826  -2.364  -2.463
H  -5.495  -2.057  -0.900
H  -3.191  -0.741  -2.280
H  -5.228  -0.756  0.857
H  -4.401  0.631  1.503
H  -1.336  0.275  -2.171
H  0.368  0.111  -1.903
H  -1.576  -1.945  -2.722
H  -0.614  -2.461  -1.316
H  1.062  -1.284  -3.423
H  0.102  -2.611  -3.991
H  5.813  -1.697  -1.986
H  5.045  -2.897  -0.964
H  5.395  -1.427  0.738
H  4.026  -0.536  0.096
H  5.653  -0.077  -0.343
H  2.910  -0.684  -3.729
H  4.489  -1.345  -4.065
H  4.106  1.225  -3.637
H  4.248  0.815  -1.943
H  5.574  0.461  -3.105
H  0.609  -1.195  1.340
H  1.184  -1.145  -0.286
H  1.642  1.476  -0.979
H  -2.391  1.255  2.181
H  -1.404  2.646  1.887
H  0.576  3.005  2.992
H  2.258  2.285  4.571
H  2.383  -0.056  5.323
H  1.644  -2.546  4.244
H  -0.085  -2.690  4.113
H  0.689  -2.212  5.666
H  -1.046  -0.965  2.893
H  -1.922  4.431  -1.735
H  -2.766  2.916  -1.944
H  -2.894  3.724  -0.359
H  0.980  4.231  -0.533
H  0.970  3.261  0.908
H  -1.459  4.481  1.257
H  -0.010  5.484  1.553
H  -0.853  5.483  0.007
Li  -1.413  6.509  -0.994

As for the max |F|: 0.0368 hartree/bohr. As for the net charge: 0. The total energy is -5330.012471 a.u.

=====

Formula: C27H44BrN3OP2Pd
Source: the OMol25 dataset
Level of theory: the ωB97M-V functional and the def2-TZVPD basis

Geometry (Å):
C  2.427  4.363  -1.108
C  1.422  3.625  -1.777
C  1.518  3.474  -3.185
C  2.667  3.958  -3.833
N  3.586  4.621  -3.145
C  3.520  4.831  -1.841
C  0.396  3.019  -1.010
C  -0.392  2.348  -0.345
C  -1.621  2.263  0.348
C  -1.853  1.079  1.094
C  -3.163  0.639  1.368
C  -4.203  1.412  0.842
C  -3.958  2.719  0.332
C  -2.663  3.150  0.045
Pd  -0.668  -0.452  0.078
P  1.616  -0.554  -0.580
H  0.744  2.946  -3.743
H  2.360  4.527  -0.035
H  2.799  3.807  -4.913
H  4.322  5.380  -1.335
H  -2.356  4.063  -0.488
H  -0.992  0.505  1.568
H  -4.776  3.388  0.088
H  -3.352  -0.294  1.906
C  2.200  -2.316  -0.407
C  3.576  -2.670  -1.001
H  1.430  -2.994  -0.823
H  2.236  -2.484  0.676
H  3.834  -3.720  -0.791
H  3.621  -2.579  -2.098
H  4.407  -2.097  -0.565
C  1.849  -0.082  -2.337
C  3.256  0.381  -2.753
H  1.090  0.698  -2.540
H  1.586  -0.969  -2.940
H  3.321  0.425  -3.847
H  3.508  1.387  -2.392
H  4.041  -0.320  -2.442
C  2.637  0.594  0.387
C  4.115  0.307  0.583
H  2.132  0.688  1.353
H  2.494  1.548  -0.124
H  4.551  1.055  1.254
H  4.325  -0.660  1.050
H  4.694  0.390  -0.343
Br  -6.021  0.708  0.715
P  -1.684  -1.625  -1.531
C  -0.709  -2.567  -2.750
C  -1.353  -3.836  -3.320
H  0.254  -2.846  -2.298
H  -0.493  -1.862  -3.570
H  -0.631  -4.330  -3.984
H  -1.618  -4.573  -2.550
H  -2.250  -3.641  -3.922
C  -2.777  -2.762  -0.648
C  -4.072  -3.191  -1.313
H  -3.025  -2.263  0.297
H  -2.154  -3.636  -0.406
H  -4.639  -3.806  -0.606
H  -4.733  -2.360  -1.572
H  -3.920  -3.798  -2.208
C  -2.640  -0.419  -2.480
C  -3.216  -0.916  -3.798
H  -1.976  0.435  -2.663
H  -3.421  -0.082  -1.787
H  -3.818  -0.111  -4.234
H  -2.452  -1.171  -4.545
H  -3.868  -1.786  -3.667
C  1.113  0.206  4.967
N  0.901  -1.098  4.357
C  0.570  -1.224  3.063
N  0.413  -2.466  2.541
O  0.427  -0.192  2.353
H  0.768  1.002  4.308
H  2.175  0.346  5.171
H  0.551  0.252  5.892
H  1.039  -1.937  4.907
H  0.072  -2.589  1.587
H  0.500  -3.291  3.109

As for the max |F|: 0.0407 hartree/bohr. As for the net charge: +2. As for the spin multiplicity: 3. The total energy is -4678.713314 a.u.

=====

Formula: C27H44Cl34N3
Source: the OMol25 dataset
Level of theory: the ωB97M-V functional and the def2-TZVPD basis

Geometry (Å):
C  9.690  -1.409  2.644
C  9.297  -0.224  2.061
C  8.098  0.278  2.531
C  7.434  -0.415  3.482
N  6.150  0.188  3.997
C  5.017  -0.450  3.310
C  4.538  -1.650  3.737
C  3.473  -2.161  3.063
N  2.873  -1.602  2.029
C  3.370  -0.440  1.681
C  4.435  0.181  2.258
N  7.727  -1.556  4.047
C  8.885  -2.004  3.575
H  10.627  -1.870  2.370
H  9.887  0.268  1.304
H  7.701  1.208  2.143
H  6.145  0.003  5.008
H  6.163  1.193  3.825
H  4.991  -2.128  4.594
H  3.079  -3.111  3.409
H  2.879  0.071  0.851
H  4.811  1.145  1.942
H  9.222  -2.947  3.993
C  -0.229  0.574  -1.014
Cl  0.190  0.913  -2.696
Cl  1.229  0.405  -0.025
H  -0.823  1.393  -0.625
H  -0.792  -0.352  -0.969
C  -3.021  0.897  -3.811
Cl  -3.487  2.168  -4.941
Cl  -3.686  1.197  -2.192
H  -3.395  -0.053  -4.169
H  -1.943  0.872  -3.746
C  2.288  4.472  -1.529
Cl  1.287  5.890  -1.836
Cl  3.099  4.566  0.047
H  1.660  3.592  -1.543
H  3.043  4.402  -2.304
C  -0.257  -3.472  2.606
Cl  -0.345  -5.235  2.742
Cl  -1.496  -2.687  3.584
H  0.719  -3.144  2.944
H  -0.405  -3.193  1.569
C  -6.738  -0.630  -3.422
Cl  -7.271  -0.779  -5.097
Cl  -5.284  -1.591  -3.118
H  -6.516  0.412  -3.216
H  -7.529  -0.981  -2.769
C  -0.362  -1.719  7.480
Cl  1.043  -1.888  6.413
Cl  -1.230  -3.242  7.647
H  -0.019  -1.401  8.458
H  -1.032  -0.978  7.057
C  -1.114  -8.725  1.018
Cl  -1.620  -8.900  -0.666
Cl  0.364  -9.632  1.355
H  -0.933  -7.675  1.216
H  -1.906  -9.096  1.659
C  -2.290  -5.170  -1.855
Cl  -3.327  -3.776  -2.182
Cl  -1.484  -5.039  -0.276
H  -2.897  -6.068  -1.853
H  -1.536  -5.230  -2.631
C  -3.705  6.092  -3.869
Cl  -3.940  5.857  -5.607
Cl  -2.087  5.603  -3.337
H  -3.837  7.143  -3.643
H  -4.441  5.499  -3.338
C  -5.006  9.381  -6.624
Cl  -5.984  10.820  -6.922
Cl  -4.169  9.473  -5.069
H  -5.655  8.512  -6.618
H  -4.268  9.290  -7.412
C  0.337  -1.513  -5.645
Cl  0.890  -2.756  -6.768
Cl  -1.424  -1.521  -5.471
H  0.784  -1.698  -4.674
H  0.646  -0.544  -6.018
C  5.065  -3.076  -6.773
Cl  4.591  -1.820  -7.921
Cl  4.382  -2.783  -5.167
H  4.705  -4.033  -7.133
H  6.145  -3.087  -6.694
C  -9.969  -3.443  -3.231
Cl  -8.213  -3.634  -3.273
Cl  -10.434  -1.802  -2.762
H  -10.365  -3.650  -4.219
H  -10.379  -4.141  -2.511
C  -4.511  -3.745  5.083
Cl  -4.171  -2.061  5.503
Cl  -6.164  -4.201  5.507
H  -4.376  -3.870  4.015
H  -3.821  -4.383  5.624
C  0.620  1.503  4.944
Cl  1.306  0.309  3.833
Cl  -1.133  1.342  5.064
H  1.054  1.350  5.927
H  0.858  2.495  4.580
C  -8.986  11.370  -4.402
Cl  -9.726  11.881  -2.881
Cl  -7.966  9.944  -4.186
H  -9.772  11.132  -5.109
H  -8.374  12.180  -4.782
C  8.712  0.494  7.304
Cl  9.013  2.192  7.662
Cl  7.059  0.016  7.742
H  8.854  0.330  6.241
H  9.408  -0.115  7.869

As for the max |F|: 0.0452 hartree/bohr. As for the net charge: +1. The total energy is -16865.685150 a.u.

=====

- total energy of number 3 (C27H44BBrFLiNO5PS2)?
  -5330.012471 a.u.